C75H161N11O11 | wB97M-V/def2-TZVPD

Computed properties:
energy above the lowest of the compared OMol25 structures with the same formula, charge and spin = 4.8322 eV
HOMO = -7.9038 eV
frontier orbital gap = 0.3002 hartree
calculated total energy = -119287.9075 eV

XYZ file:
```
258
C75H161N11O11 wB97M-V/def2-TZVPD
C 6.036 -0.118 -0.754
H -3.660 -2.283 3.082
C 3.627 -5.060 -2.057
H 3.971 -5.708 -5.107
C -5.751 1.782 4.214
H -3.732 -5.654 -0.225
O -1.525 -0.155 1.779
H -3.850 -5.451 1.509
H -5.119 6.565 3.166
H -4.763 1.832 -4.739
H 0.110 -1.974 6.709
H 4.605 2.836 -4.216
H -1.580 2.569 -2.642
C 2.184 -4.970 -2.702
H -2.500 2.490 3.322
C -4.649 2.423 3.337
C -4.028 5.295 5.288
N 1.575 -6.366 -2.742
H 0.507 1.251 5.391
C -2.159 4.757 -2.640
H -3.823 1.570 1.411
C -2.094 -4.797 -6.410
C -4.252 -5.542 -5.300
H -1.515 -4.017 4.841
H 0.364 -6.646 -1.266
C 2.223 -0.527 6.533
N 2.931 3.606 -3.287
H 10.292 0.210 1.331
C 2.908 -5.488 -5.208
H 3.607 -5.682 -1.162
H 2.141 0.683 0.681
H -4.277 6.091 5.989
H 4.363 5.558 2.001
H 10.150 -0.590 -0.215
H -1.622 -0.581 -0.867
H 1.439 -3.947 -4.378
O -4.982 -2.201 0.100
H -0.567 4.474 1.483
C 3.930 5.036 2.854
N -4.764 3.940 3.184
H -3.878 -1.117 -7.061
H -5.932 3.560 -1.480
C 5.418 0.699 0.450
C -5.162 4.758 4.381
C 2.364 -4.462 -4.117
H -2.193 6.727 -4.452
H -3.851 3.563 -0.901
H 2.226 3.114 4.124
C 8.224 -0.379 0.669
H 5.456 -2.038 0.219
C 3.650 4.103 -2.152
O -2.770 -5.075 6.115
C -5.860 5.985 3.716
H -3.031 3.582 -5.865
H -3.559 1.879 -1.287
H 0.270 8.031 3.648
H 8.226 -2.477 0.149
H 4.490 -3.237 3.988
H 2.916 -3.523 -4.129
H -2.735 -0.016 -6.313
H 9.652 1.129 -0.004
H 4.209 -7.415 -3.597
H -1.983 -5.939 -3.727
C 0.201 6.130 2.607
H -1.476 3.272 -1.145
H -5.229 0.817 1.894
O -5.314 4.332 -4.626
O 2.180 6.674 1.414
C 0.379 4.034 4.094
C -2.089 3.325 -2.045
C -2.590 -2.051 -5.585
H 1.610 -2.936 -2.004
N 0.090 0.163 0.101
H 0.914 -3.404 3.315
H 5.474 1.726 0.089
H -4.907 -5.310 -4.460
H 3.224 3.092 -5.332
H 2.711 0.448 6.545
H -0.620 0.494 -1.864
H -1.204 -2.884 0.291
H -6.587 5.573 3.016
H 2.104 -0.043 -0.781
C -2.358 4.026 -5.132
H 7.375 -2.214 1.665
C -3.746 -2.440 0.282
O 8.111 -0.661 -1.807
H 3.978 -2.442 5.297
H 4.344 -1.625 -1.008
C 5.548 0.642 -2.048
H -3.143 -1.234 4.432
H -6.122 1.900 -1.826
C 1.988 -6.665 -5.125
C 8.210 -1.870 1.055
H -1.826 4.742 -5.757
C 2.803 -2.161 2.069
C -4.209 1.752 -3.804
H 2.795 7.316 1.777
C -1.741 -1.606 -4.398
C 7.531 0.645 1.695
C 3.370 -8.109 -3.546
H -0.662 0.062 5.952
H 0.018 3.279 3.396
C 1.994 -7.373 -3.749
H 4.816 -1.524 4.071
C 6.030 0.388 1.780
H 3.602 -1.469 1.804
O 0.942 3.040 -4.302
H -6.669 1.657 3.639
C -1.068 -3.716 -6.751
H -0.049 -1.054 -1.688
C -4.788 -3.249 5.306
H 7.654 1.675 1.362
H -7.194 4.061 4.801
O 2.620 0.315 3.617
H 2.801 -5.188 -6.250
H 2.991 2.961 1.304
C 4.038 -2.273 4.222
H -1.402 -4.301 1.359
H 0.735 -4.200 5.637
H -5.062 -4.840 0.495
H 8.668 0.004 -2.218
H -1.542 -5.731 -6.307
H -2.228 -2.342 -7.793
C -5.881 2.849 -2.305
H -1.229 7.867 2.692
H -1.342 -4.286 -3.836
H 4.125 5.603 3.765
H -1.389 5.274 3.707
C 1.480 0.621 -0.183
H -3.256 5.694 4.629
C -1.750 -2.359 -6.813
N -3.422 -3.240 4.836
H -0.126 6.047 4.752
H 2.106 -7.346 -5.968
H 0.997 -6.235 -5.268
N -3.504 -3.166 -5.198
H -4.578 0.868 -3.284
H 2.934 -1.335 6.706
H 0.791 -8.906 -2.857
C 5.411 -1.616 -0.785
H -0.426 -3.917 -7.608
C 1.774 -3.354 3.983
C -0.155 7.678 2.709
H -1.396 -4.395 -0.400
H -1.636 3.293 -4.772
C -4.428 2.967 -2.907
H -5.500 -3.276 4.482
C -3.183 6.303 -4.286
C 1.545 3.470 -3.306
H -3.626 6.615 -5.232
C -6.218 3.962 5.278
N -3.191 -3.654 0.446
H 2.331 4.332 0.512
H -1.527 5.849 1.058
H 4.502 4.128 3.046
H -6.725 2.097 6.164
C -0.599 -0.303 -1.121
C -0.522 5.557 1.363
H -1.172 5.184 -2.821
H -4.892 -4.103 5.976
C -3.978 -4.936 0.557
H 4.060 4.470 -4.741
C -0.406 0.183 1.359
H -1.897 -2.220 3.631
H 1.092 -9.322 -4.463
C -3.500 2.892 -1.685
C 1.932 4.152 3.969
H -4.833 -5.395 -6.211
H -3.772 -2.848 -3.498
H 4.408 -5.337 -2.765
O -3.841 4.555 2.380
H -2.730 -4.819 -7.295
H -2.542 5.417 -1.861
H -5.397 0.756 4.311
H -0.423 -2.024 5.114
N 7.546 -0.058 -0.665
H -1.468 -0.556 -4.505
H 3.787 5.171 -2.317
H -5.334 2.411 1.163
H 3.359 0.310 4.230
H -4.178 -0.615 -5.396
C 2.269 3.766 1.442
H 1.896 -1.794 1.589
H 2.114 -3.528 6.197
H 1.090 3.685 -2.327
H 1.329 3.244 1.267
H -6.712 3.086 -2.969
H 4.468 0.588 -2.186
H 5.935 -2.176 -1.560
H -3.963 -6.593 -5.286
C 3.747 3.466 -4.452
C 0.498 -2.062 5.695
C 1.387 -3.985 -1.812
H -1.026 -1.562 -6.982
H 1.511 -4.091 -0.734
H -0.308 0.095 4.255
H 3.393 -8.552 -2.550
C 1.347 -3.317 5.452
H 5.776 -0.635 2.060
H -2.814 -4.522 -3.115
H 4.340 0.548 0.518
H 5.909 1.668 -1.977
H 3.438 -8.955 -4.230
N 1.727 6.043 2.564
C -2.519 -4.179 5.263
C -2.233 -4.903 -3.955
H -3.078 -1.566 0.319
H -3.077 2.146 4.942
H 2.235 -4.327 3.816
C -3.284 1.983 3.885
H 0.323 8.218 1.892
C -3.398 -0.858 -6.117
H -3.604 4.531 5.940
H 1.640 -0.639 7.447
C -1.752 -3.813 0.450
O -4.426 -2.861 -4.201
H 3.020 -3.129 1.619
C -4.777 1.809 1.881
H 9.055 -2.071 1.713
H -3.101 0.944 3.612
N -4.325 4.221 -3.637
H 3.980 -4.129 -1.613
C 0.897 -8.448 -3.841
C 1.258 -0.798 5.410
H -0.336 -3.642 -5.947
C -3.056 4.778 -3.962
C 2.444 4.725 2.671
H -3.749 6.804 -3.501
C 9.667 0.134 0.441
H -2.271 -1.697 -3.450
H -5.032 -2.339 5.855
H -6.227 6.676 4.475
H -0.094 -8.115 -4.148
H 8.074 0.489 2.627
C -2.952 -2.168 3.902
H -3.164 1.517 -4.008
H -0.836 -2.210 -4.331
H 0.045 5.773 0.457
H 0.169 3.736 5.122
H 0.233 0.692 2.097
H -5.887 4.974 -4.201
H 2.347 4.786 4.753
C -5.905 2.484 5.559
H 4.609 3.602 -2.023
H -6.213 4.470 6.242
C 0.142 0.235 5.237
H 3.055 3.938 -1.253
H 5.924 0.184 -2.963
C -3.054 -4.567 -5.195
O 1.274 -6.863 -1.479
H -4.259 4.588 1.516
H 0.308 -3.985 -1.962
H -5.053 2.242 6.194
H 1.522 1.560 -0.735
C -0.324 5.402 3.897
N 2.032 -0.865 4.106
C 2.644 -2.163 3.603
H 5.601 1.024 2.554
```